# 1
10
Properties=species:S:1:pos:R:3 method="wB97M-V/def2-TZVPD" homo_lumo_gap_ev=9.12 spin_multiplicity=1 charge=0 smiles="ONC(=S)C(F)F" largest_force_ha_per_bohr=0.038 homo_ev=-9.05
O -1.24 0.67 -1.06
N -1.07 0.55 0.31
C 0.14 0.21 0.81
S 0.50 0.36 2.38
C 1.08 -0.40 -0.21
F 2.19 -0.89 0.32
F 0.41 -1.44 -0.84
H -1.40 -0.24 -1.40
H -1.87 0.97 0.80
H 1.25 0.22 -1.10

***

# 2
26
Properties=species:S:1:pos:R:3 method="wB97M-V/def2-TZVPD" homo_lumo_gap_ev="4.29 / 4.74" spin_multiplicity=5 s_squared=6.497 charge=-1 largest_force_ha_per_bohr=0.030 homo_ev="-1.83 / -2.28"
C 3.25 1.10 -0.63
C 3.22 0.59 0.70
C 2.38 1.44 1.48
C 1.99 2.56 0.68
C 2.44 2.32 -0.65
Cr -0.88 -0.01 -2.09
P 0.64 -1.91 -2.40
H 3.78 0.70 -1.50
H 3.77 -0.28 1.07
H 2.14 1.28 2.54
H 2.21 2.91 -1.55
H 1.32 3.37 0.97
H 0.56 -3.12 -1.65
H 1.86 -1.31 -1.89
H 1.08 -2.44 -3.66
C -3.72 -0.61 1.38
C -3.55 -1.55 0.36
C -2.33 -1.61 -0.29
N -1.49 -0.53 -0.25
C -1.57 0.29 0.85
C -2.68 0.27 1.68
H -4.63 -0.60 1.97
H -4.34 -2.24 0.09
H -2.01 -2.51 -0.82
H -0.72 0.95 1.05
H -2.73 0.93 2.54

***

# 3
21
Properties=species:S:1:pos:R:3 method="wB97M-V/def2-TZVPD" homo_lumo_gap_ev=10.68 spin_multiplicity=1 charge=0 smiles="CC(C)CC=O.C" largest_force_ha_per_bohr=0.009 homo_ev=-9.73
C -1.83 -0.65 -1.12
C -1.34 -0.33 0.30
C -2.31 0.59 1.04
C 0.07 0.25 0.22
C 0.90 -0.81 -0.46
O 1.09 -1.90 0.03
H -2.83 -1.10 -1.10
H -1.16 -1.36 -1.62
H -1.87 0.26 -1.73
H -1.24 -1.27 0.85
H -3.29 0.11 1.12
H -2.43 1.54 0.51
H -1.95 0.80 2.05
H 0.47 0.45 1.23
H 0.09 1.20 -0.33
H 1.27 -0.57 -1.48
C 3.27 0.56 0.10
H 3.36 1.07 1.06
H 2.62 1.15 -0.56
H 4.25 0.44 -0.37
H 2.86 -0.42 0.28

***

# 4
26
Properties=species:S:1:pos:R:3 method="wB97M-V/def2-TZVPD" homo_lumo_gap_ev=8.71 spin_multiplicity=1 charge=0 largest_force_ha_per_bohr=0.063 homo_ev=-9.65
Ag 1.45 -2.55 -0.53
Cl -3.09 -5.81 1.22
C -2.05 -5.46 -0.14
Cl -0.50 -4.37 0.18
H -2.64 -4.91 -0.89
H -1.53 -6.40 -0.44
Cl 3.46 -1.36 -0.67
O 3.07 1.34 1.05
C 2.80 2.16 -0.07
N 1.73 3.11 0.27
C 0.34 3.07 0.48
O -0.26 4.06 0.92
C -0.43 1.92 0.13
C -1.80 2.10 -0.18
C -2.60 0.96 -0.20
C -1.93 -0.28 -0.31
N -0.62 -0.48 -0.16
C 0.08 0.62 0.06
H 3.41 0.52 0.61
H 2.52 1.46 -0.89
H 3.68 2.81 -0.32
H 2.07 4.03 0.36
H -2.14 3.13 -0.35
H -3.67 1.09 -0.05
H -2.53 -1.16 -0.39
H 1.16 0.40 0.31

***

# 5
110
Properties=species:S:1:pos:R:3 method="wB97M-V/def2-TZVPD" homo_lumo_gap_ev=5.19 spin_multiplicity=1 charge=+2 largest_force_ha_per_bohr=0.013 homo_ev=-11.09
Ir -0.13 0.62 -0.33
C 3.30 -1.39 3.68
S 1.66 -0.66 3.83
C 1.15 -0.63 2.19
S -0.52 -0.12 1.93
N 1.95 -0.94 1.22
N 1.19 -0.88 0.05
C 1.09 -1.93 -0.67
C -0.09 -1.97 -1.54
C -0.40 -3.00 -2.40
C -1.62 -2.99 -3.05
C -2.51 -1.95 -2.81
C -2.14 -0.94 -1.93
N -0.96 -0.95 -1.31
H 3.67 -1.52 4.70
H 3.97 -0.73 3.13
H 3.23 -2.36 3.19
H 1.71 -2.80 -0.49
H 0.32 -3.80 -2.54
H -1.88 -3.78 -3.74
H -3.47 -1.91 -3.29
H -2.79 -0.11 -1.72
C -5.25 3.57 -12.58
O -5.89 3.71 -11.32
C -5.19 3.43 -10.21
C -5.86 3.60 -9.00
C -5.22 3.34 -7.81
C -3.89 2.90 -7.79
C -3.23 2.74 -9.00
C -3.86 3.00 -10.20
C -3.18 2.62 -6.54
N -1.95 2.18 -6.44
C -1.71 2.06 -5.10
C -2.83 2.44 -4.36
N -3.76 2.79 -5.30
C -2.87 2.43 -2.94
C -4.03 2.62 -2.07
C -3.85 2.80 -0.75
C -2.42 3.00 -0.33
N -1.58 1.99 -0.96
C -1.70 2.02 -2.32
C -0.57 1.57 -3.05
N 0.45 1.08 -2.30
C 1.56 0.68 -2.90
C 1.70 0.74 -4.29
C 0.66 1.18 -5.07
C -0.53 1.60 -4.45
H -5.98 3.85 -13.32
H -4.93 2.54 -12.75
H -4.38 4.23 -12.65
H -6.89 3.93 -9.02
H -5.78 3.48 -6.89
H -2.20 2.41 -8.99
H -3.32 2.86 -11.13
H -4.68 3.14 -5.13
H -5.03 2.56 -2.48
H -4.68 2.90 -0.06
H -2.13 3.99 -0.70
H 2.35 0.30 -2.27
H 2.63 0.41 -4.74
H 0.73 1.20 -6.15
C -1.92 4.34 2.47
P -1.81 2.90 1.40
C -2.94 1.65 2.07
C -3.29 0.50 1.35
C -4.31 -0.31 1.79
C -5.01 0.01 2.95
C -4.67 1.14 3.66
C -3.63 1.96 3.23
C -0.02 3.10 0.80
C 1.12 2.28 0.90
C 2.31 2.63 0.23
C 2.40 3.77 -0.53
C 1.29 4.62 -0.56
C 0.11 4.30 0.08
P -0.59 4.20 3.81
C -1.47 3.36 5.16
C -2.51 3.95 5.88
C -3.20 3.23 6.84
C -2.86 1.90 7.08
C -1.82 1.31 6.39
C -1.13 2.04 5.43
C -0.55 5.92 4.42
C -1.05 7.03 3.75
C -0.89 8.31 4.29
C -0.23 8.48 5.49
C 0.27 7.38 6.16
C 0.12 6.11 5.63
H -2.93 4.57 2.80
H -1.57 5.18 1.86
H -2.77 0.26 0.44
H -4.58 -1.19 1.22
H -5.81 -0.63 3.30
H -5.20 1.40 4.57
H -3.38 2.82 3.83
H 1.20 1.54 1.68
H 3.17 1.98 0.36
H 3.31 4.03 -1.04
H 1.35 5.56 -1.10
H -0.69 5.01 0.00
H -2.77 4.99 5.70
H -4.00 3.69 7.40
H -3.40 1.34 7.84
H -1.54 0.28 6.59
H -0.31 1.58 4.88
H -1.58 6.94 2.81
H -1.30 9.16 3.76
H -0.11 9.47 5.91
H 0.79 7.51 7.10
H 0.52 5.26 6.17

***

# 6
7
Properties=species:S:1:pos:R:3 method="wB97M-V/def2-TZVPD" homo_lumo_gap_ev=12.57 spin_multiplicity=1 charge=0 smiles=OOC(F)(F)F largest_force_ha_per_bohr=0.078 homo_ev=-12.40
O 1.28 -0.95 0.06
O 0.63 0.10 -0.62
C -0.60 0.27 -0.12
F -0.64 0.41 1.19
F -1.44 -0.72 -0.50
F -1.27 1.43 -0.69
H 2.04 -0.54 0.68

***

Question: Which of these has the highest charge?
Answer: C53H44IrN7OP2S2

***

Question: Among the records above, which one has the lowest charge?
Answer: C10H13CrNP